49
Properties=species:S:1:pos:R:3:mulliken_charge:R:1 method="wB97M-V/def2-TZVPD" total_energy_ev=-319193.2186 gap_ev=4.48 charge=-1 e_lumo_ha=0.0606
Br -5.5057 -3.8101 -2.3151 -0.231
Br -5.2481 -4.6824 0.8733 -0.234
Br -3.5138 -1.4077 -3.4953 -0.197
Br -3.0137 -3.1165 2.7984 -0.195
Na -0.4536 -0.0142 0.0438 1.103
O -1.6096 -0.9630 1.3026 -0.970
O -1.8018 -0.2628 -1.3527 -0.979
N 2.1686 2.0617 0.3773 -0.088
N 1.5804 2.8906 -3.1431 -0.070
N 1.2165 0.0741 2.0982 -0.398
N 1.9115 1.1669 3.9056 -0.069
N 0.9840 1.1088 -1.9522 -0.381
C -2.4448 -1.5626 0.5356 0.332
C 0.5640 -2.0409 3.2972 -0.567
C -2.5505 -1.1875 -0.8726 0.319
C 1.4829 -0.6498 5.6090 -1.017
C -3.4677 -1.8945 -1.6510 0.008
C 1.9112 2.4229 1.7396 -0.470
C -4.2783 -2.9255 -1.1644 0.041
C 0.2058 0.9826 -5.9976 -0.322
C 1.5136 -0.0757 4.3485 0.663
C -3.2611 -2.6052 0.9765 -0.033
C 0.5112 -2.6055 4.5560 -0.717
C -0.1872 -0.1251 -5.2406 -0.724
C 1.6859 1.1925 2.5547 0.085
C 1.0373 1.9997 -4.0453 0.676
C 0.6610 0.8818 -3.2725 0.368
C 0.8311 2.0676 -5.4131 -1.026
C 1.4947 2.2986 -1.9097 0.101
C 0.0398 -0.2020 -3.8813 -0.511
C 1.0715 -0.7514 3.1927 0.429
C 0.9673 -1.9291 5.6914 -0.328
C -4.1719 -3.2860 0.1618 0.040
C 1.8831 3.0129 -0.6559 -0.493
H 0.9846 3.0076 1.7574 0.283
H 0.9057 -2.4150 6.6560 0.375
H 1.8344 -0.1190 6.4837 0.354
H 0.1830 -2.5467 2.4246 0.434
H 1.0165 3.6013 -0.3337 0.246
H -0.7086 -0.9317 -5.7347 0.438
H 2.6983 3.0417 2.2137 0.236
H 1.1342 2.9306 -5.9912 0.352
H 2.2730 1.9138 4.4714 0.203
H -0.2947 -1.0372 -3.2875 0.447
H 2.7025 3.7250 -0.8709 0.260
H 0.0050 0.9955 -7.0605 0.374
H 3.0306 1.5556 0.2459 0.216
H 0.0835 -3.5906 4.6753 0.436
H 1.9384 3.8058 -3.3492 0.197

=====

53
Properties=species:S:1:pos:R:3:mulliken_charge:R:1 method="wB97M-V/def2-TZVPD" total_energy_ev=-128797.6791 gap_ev="8.73 / 5.69" multiplicity=5 charge=+2 e_lumo_ha="-0.2203 / -0.3412"
Ru 0.0054 0.6370 -0.2462 1.001
Br 1.8047 -4.2779 1.8461 -0.067
F 5.7602 -3.0196 -0.0056 -0.232
F 3.7077 -3.0041 -1.8060 -0.305
F -6.3764 -0.8713 -0.2837 -0.240
F -1.3910 -0.1429 1.7877 -0.373
F -4.5912 0.7031 -1.5786 -0.274
F 4.2433 1.0362 1.8304 -0.266
F 6.0454 -0.9955 1.7643 -0.246
F 1.9138 -0.8888 -1.7738 -0.422
F -5.6768 -2.1582 1.9942 -0.231
F -3.1655 -1.7963 3.0536 -0.259
N -0.1810 -1.4092 -0.3326 0.503
N -0.0720 2.7098 -0.2355 0.178
N 2.0199 0.9852 0.0374 0.110
N -1.9514 0.9862 -0.5463 0.359
C -0.6659 3.2377 0.9999 -0.975
C 4.1345 0.0712 0.9228 0.651
C 0.5015 -2.0606 0.6081 -0.127
C -4.2490 0.0978 -0.4468 0.611
C 4.9010 -2.0300 -0.0095 0.513
C -0.9251 2.9867 -1.4059 -0.965
C 0.7203 -3.4336 0.5343 -0.803
C 1.3040 3.2162 -0.3903 -0.932
C -2.2415 2.1917 -1.2799 -0.860
C -0.5813 -3.4596 -1.4696 -1.089
C -2.9244 0.2591 0.0381 -0.588
C -4.8071 -1.3863 1.3884 0.584
C 0.1558 -4.1495 -0.5209 0.057
C 2.9323 -0.9847 -0.8879 0.416
C -5.1648 -0.7181 0.2059 0.220
C -2.6228 -0.4076 1.2529 0.435
C 3.8384 -2.0218 -0.9317 0.196
C 5.0467 -0.9752 0.9076 0.210
C -3.5199 -1.2084 1.9275 0.117
C 2.2393 2.3467 0.4591 -0.745
C 3.0133 0.0821 0.0459 -0.252
C -0.7148 -2.0839 -1.3510 -0.322
H 1.3790 4.2666 -0.0952 0.355
H -1.5521 2.6689 1.2847 0.194
H -2.6307 1.9778 -2.2870 0.411
H 0.0505 3.1775 1.8180 0.333
H -1.1399 4.0595 -1.5012 0.402
H 1.6038 3.1325 -1.4402 0.329
H 0.8723 -1.4760 1.4502 0.692
H -0.3904 2.6601 -2.3112 0.414
H -3.0169 2.7692 -0.7568 0.539
H 2.0115 2.4503 1.5316 0.389
H 3.2778 2.6601 0.3108 0.489
H -0.9530 4.2865 0.8840 0.360
H -1.0297 -3.9808 -2.3008 0.479
H -1.2471 -1.5011 -2.0959 0.513
H 0.2994 -5.2169 -0.5918 0.513

=====

42
Properties=species:S:1:pos:R:3:mulliken_charge:R:1 method="wB97M-V/def2-TZVPD" total_energy_ev=-99056.5558 gap_ev=7.57 smiles=Cc1nnc(-c2cccc3ccccc23)c2cn(-c3cccc(Br)c3)nc12 e_lumo_ha=-0.0182
Br 5.3577 4.5446 0.1198 -0.181
N -3.4482 1.7768 0.3926 -0.643
N -0.0296 2.7320 -0.4563 -1.018
N 0.8927 1.7354 -0.6912 0.651
N -3.3153 0.4074 0.4188 -0.499
C -1.6195 -2.3510 0.9805 0.334
C 4.3062 1.1529 -2.0346 -0.698
C -1.5829 -2.1150 -1.4959 -0.493
C -1.7468 -1.5284 -0.1616 0.709
C 2.2814 1.9283 -0.8932 0.455
C 2.9638 1.0652 -1.7560 -0.219
C -1.1129 0.8088 -0.2842 1.025
C 4.3536 3.1045 -0.6116 0.029
C -1.1846 2.2278 -0.1772 -0.298
C 0.1961 0.5715 -0.5689 -0.515
C -2.4440 2.6255 0.1467 0.352
C 5.0460 2.1760 -1.3852 -0.271
C -0.8831 -4.5013 1.7430 -0.968
C -1.2860 -3.7518 0.7212 0.995
C -1.6479 -1.8637 2.3222 -0.470
C -1.1421 -4.2260 -0.6036 -0.975
C -2.7213 4.1161 0.1687 -1.271
C -2.1718 -0.0749 -0.0682 0.153
C -0.7896 -3.9233 3.0187 -0.337
C 3.0162 2.9623 -0.2690 -0.502
C -1.2308 -3.3653 -1.6320 -0.293
C -1.1895 -2.6319 3.3742 -0.716
H 6.1008 2.3280 -1.6714 0.356
H -1.8270 -0.7721 2.5652 0.258
H 4.6863 0.4759 -2.8076 0.349
H -0.4671 -5.4478 1.6005 0.469
H 0.6124 -0.3836 -0.7317 0.620
H -1.7707 -1.5606 -2.4432 0.356
H -0.8729 -2.1565 4.2860 0.367
H -0.8880 -3.8044 -2.6107 0.296
H -0.2712 -4.3415 3.8347 0.368
H -3.5225 4.4094 0.7670 0.431
H -3.2030 4.2781 -0.8330 0.291
H 2.3346 0.2150 -2.1144 0.236
H -0.6530 -5.1289 -0.8814 0.324
H 2.6970 3.5917 0.4610 0.590
H -1.8232 4.6949 0.2614 0.353

=====

52
Properties=species:S:1:pos:R:3:mulliken_charge:R:1 method="wB97M-V/def2-TZVPD" total_energy_ev=-126763.1000 gap_ev="7.08 / 7.09" multiplicity=3 e_lumo_ha="-0.0421 / -0.0421"
Tm 0.5696 -1.3955 0.8790 0.577
Cl 3.9361 3.0564 -3.7791 -0.238
Cl -0.4057 -3.5513 1.9914 -0.197
Cl 2.0406 -5.7418 2.0915 -0.259
Cl 1.7773 -3.4010 -0.2528 -0.235
Si 1.9065 -3.7116 2.0728 0.208
O 2.4381 -0.5149 0.5935 -0.594
O -1.5444 -1.2340 0.5504 -0.398
O -2.7147 -0.0648 -4.9515 -0.633
O -3.8020 0.1838 -3.0271 -0.559
O -3.1779 -0.1574 -0.5284 -0.883
N -0.2777 -0.5181 3.0852 -0.345
N -0.3437 -0.6970 -3.6960 -0.012
N 0.1236 -1.0755 -1.5872 0.246
N 0.2558 1.0028 0.9434 0.192
C 3.5022 2.0516 -2.4377 0.040
C -1.1230 0.5139 2.8212 0.874
C 4.3811 1.0518 -2.0058 -0.525
C -1.1995 -0.7091 -1.6863 0.427
C -2.5507 -0.1214 4.6701 -0.733
C -2.0633 -0.6853 -0.4588 0.706
C -3.0902 1.8806 3.3347 -0.963
C 4.0256 0.2278 -0.9727 -0.492
C -1.6795 2.4497 1.4752 -0.822
C -1.5059 -0.4703 -3.0067 0.064
C 2.7655 0.3288 -0.3156 0.550
C -1.6723 -1.1348 4.9398 -0.884
C -2.2697 0.7708 3.6179 1.304
C 1.9187 1.4214 -0.7231 0.268
C -0.8452 1.3699 1.7060 0.494
C 0.7295 1.7419 -0.0100 0.297
C -2.7425 -0.0967 -3.7431 0.504
C 0.6096 -1.0590 -2.8172 -0.090
C -0.5353 -1.2758 4.1334 -0.187
C 1.9920 -1.4029 -3.2167 -1.255
C 2.3095 2.2485 -1.7936 -0.821
C -2.7852 2.7068 2.2901 -1.106
H 1.6530 3.0434 -2.1156 0.458
H -3.6612 0.0965 -2.0250 0.442
H 2.5993 -1.5655 -2.3311 0.067
H -3.4456 0.0233 5.2557 0.445
H 0.1881 -2.0504 4.3642 0.505
H 0.2630 2.6922 -0.2813 0.164
H 2.4327 -0.5967 -3.8002 0.335
H 5.3346 0.9375 -2.4963 0.425
H -1.5092 3.1104 0.6406 0.338
H -1.8499 -1.8340 5.7408 0.410
H 4.6911 -0.5547 -0.6411 0.406
H 1.9928 -2.3076 -3.8241 0.430
H -3.9594 2.0536 3.9509 0.410
H -3.4069 3.5631 2.0763 0.398
H -0.2766 -0.5999 -4.6987 0.248

=====

48
Properties=species:S:1:pos:R:3:mulliken_charge:R:1 method="wB97M-V/def2-TZVPD" total_energy_ev=-116118.9977 gap_ev="6.58 / 4.60" multiplicity=2 e_lumo_ha="-0.0036 / -0.0750"
Ir 0.1772 -0.1229 0.2302 1.151
S -0.4293 -0.7616 -2.0131 -0.428
S 2.1419 -1.3498 -0.0952 -0.253
S -1.0647 -1.9199 0.9696 -0.359
S 2.8827 -3.5158 -1.9935 -0.123
S 0.5261 -2.9764 -3.7155 -0.112
S 1.1630 1.8950 -0.4242 -0.185
S 0.8867 0.0949 2.5019 -0.413
S -1.6269 2.2225 -2.4113 -0.290
O 2.3632 -4.7909 -4.2393 -0.522
N -1.4176 1.0521 0.8508 0.061
C 0.2556 2.6186 -4.3366 -0.764
C -2.4393 3.1774 1.0849 -0.919
C 0.6920 -1.5694 3.0389 0.762
C 1.2452 -3.3387 4.5889 -0.511
C 1.1555 2.2440 -2.1645 0.651
C -1.3668 2.3831 0.7013 0.807
C -3.6120 1.2036 1.7360 -0.859
C -2.3991 -0.9779 1.8029 -0.918
C -2.4904 0.4700 1.4078 0.612
C -0.2555 -3.8021 2.7840 -0.553
C -0.1354 -2.4809 2.3778 0.306
C 2.6466 2.6560 -4.0167 -0.678
C 1.3706 -2.0243 4.1698 -0.783
C 2.0037 -3.9368 -3.4879 0.571
C 1.5266 2.7595 -4.8436 -0.499
C -0.1006 3.0346 0.2292 -1.493
C -0.0021 2.3580 -2.9702 0.315
C 1.8002 -2.2593 -1.4787 0.261
C 2.4490 2.3979 -2.6790 -0.662
C 0.4441 -4.2388 3.8967 -0.664
C 0.6892 -2.0014 -2.2793 0.234
C -3.5842 2.5807 1.5653 -0.535
H -3.3428 -1.4926 1.6294 0.612
H 2.0207 -1.3414 4.7012 0.443
H 0.3700 -5.2688 4.2168 0.391
H -4.4781 0.7061 2.1493 0.493
H 1.7966 -3.6704 5.4593 0.386
H 0.3540 3.5875 1.0551 0.572
H -2.3712 4.2494 0.9670 0.503
H 3.2953 2.3084 -2.0082 0.389
H -0.8906 -4.4789 2.2259 0.436
H -0.6043 2.7054 -4.9876 0.417
H -2.1671 -1.0255 2.8678 0.383
H -4.4453 3.1804 1.8277 0.419
H -0.3342 3.7258 -0.5784 0.593
H 1.6556 2.9592 -5.9006 0.372
H 3.6459 2.7744 -4.4125 0.386